108
Properties=species:S:1:pos:R:3:forces:R:3 method="wB97M-V/def2-TZVPD" lumo_energy_ev=0.63 gap_ev=8.74 e_tot_ha=-2761.95279 smiles="CC[C@H](C)[PH3]CCCCOC=O.CCOC(=O)OC.CCOC(=O)OC.CCOC(=O)OC.CCOC(=O)OC.CCOC(=O)OC" e_homo_ev=-8.112
H 3.1123 -4.8587 -6.0772 -0.03 0.01 0.06
H -0.6081 -10.8466 -1.8622 -0.12 0.03 -0.11
O -7.5378 -0.5364 -0.7716 0.07 0.00 -0.05
C 5.1605 8.3030 5.8279 -0.03 0.13 -0.06
H -3.1750 2.1672 1.9461 -0.25 0.12 0.18
O 2.7575 -9.4347 -3.5901 0.12 -0.04 -0.01
H -4.7171 2.2663 -1.2952 0.05 -0.04 -0.10
H -0.2931 -5.0977 -1.8366 -0.13 0.15 0.07
H -8.9883 0.8819 -1.1957 0.05 0.01 -0.12
H 7.2568 7.8135 4.2400 0.03 -0.01 0.13
H -9.5550 -0.7668 -0.8808 0.15 -0.06 0.11
C -2.2081 2.6385 2.0465 1.69 0.17 -0.49
H -3.3584 -0.3996 -0.6712 -0.21 -0.19 0.07
H 4.0096 11.7069 7.6368 -0.05 -0.03 -0.01
C -3.9697 1.6457 -0.8018 -0.34 -0.01 -0.19
H 2.6022 -5.2702 -3.7008 -0.08 -0.18 0.13
H -4.7709 -9.2710 -1.2304 -0.02 0.05 -0.10
C -0.1430 0.3550 -2.5871 0.10 0.44 -0.23
H -0.4254 1.0689 3.1369 0.35 -0.19 0.09
C 2.5203 4.2304 2.4497 -0.09 -0.05 -1.40
H 1.8320 5.1969 4.8608 -0.04 0.26 0.19
C -2.3731 5.4539 -0.1560 -1.08 -0.34 3.42
H 1.2442 -4.2755 -2.1324 0.00 0.11 -0.06
O 6.0369 8.4725 6.6361 -0.10 -0.07 -0.06
H -2.9836 1.9991 -1.1006 0.00 -0.01 0.05
H 4.4174 -10.6956 -3.6696 0.01 0.08 -0.10
C 0.0350 1.3253 2.1761 -0.79 0.48 -0.39
H -4.6468 -8.3407 0.2541 -0.06 0.13 0.01
C -4.8814 -8.2722 -0.8094 0.12 -0.26 0.05
H -0.2750 -9.8706 -3.3250 -0.11 -0.01 0.02
H -2.3039 6.2936 0.5542 -0.12 -0.20 0.47
O 2.6498 -7.2945 -3.7842 0.00 -0.05 0.19
H -0.6733 2.4158 0.4639 -0.43 -0.14 -0.35
H 1.7613 -6.0028 -5.9371 -0.02 0.12 0.06
H -1.2818 4.5933 1.7344 0.13 -0.23 -0.15
H 2.5814 9.7821 7.0379 -0.01 -0.17 -0.20
H -1.6351 0.9288 0.8867 0.15 0.12 -0.58
C -2.2526 4.1039 1.6662 -1.42 -0.10 0.47
H 5.3854 10.9766 6.8026 -0.02 -0.05 0.10
O -2.0856 5.5835 -1.2560 1.12 0.77 -5.05
H 3.9872 11.4937 5.8742 -0.12 0.02 0.06
H 3.5316 5.4023 0.9696 0.44 -0.13 -0.19
H 2.0037 2.0349 3.4112 -0.06 0.05 -0.08
H 0.8741 6.6534 4.4061 0.27 0.13 0.08
H -4.1118 -6.2900 -1.0757 0.25 0.00 0.05
H 0.8699 -9.8796 -1.9802 -0.06 0.22 0.09
C 1.1527 5.6392 4.1308 -0.37 -0.44 -0.42
H -0.6691 1.1001 -1.9906 -0.10 -0.20 0.14
H 0.4711 0.4349 1.7127 0.20 0.00 0.23
C 3.3765 -8.3650 -4.1033 -0.13 0.13 -0.10
H -4.1561 -7.2234 -2.5629 0.11 -0.15 -0.01
H 0.2220 5.0671 4.1735 0.06 -0.09 0.03
O -5.3886 -0.3389 -0.6685 -0.08 -0.13 -0.03
H -4.0888 1.7926 0.2677 0.06 -0.05 0.01
O 1.1446 -1.9433 -3.1320 -0.06 -0.01 0.12
H 2.4036 4.2954 0.2579 0.06 -0.27 -0.09
H 0.9225 0.4650 -2.3816 0.01 -0.18 -0.04
C 4.2983 11.0458 6.8193 0.23 0.00 -0.18
O -2.6955 -9.2704 -2.7879 0.07 0.09 0.06
H 2.5969 6.3285 2.7434 -0.05 0.09 -0.15
O 3.9337 8.8262 5.8714 -0.01 -0.17 -0.02
H 0.2414 3.5959 2.6860 0.06 -0.01 -0.09
C 6.5542 7.0185 4.4873 0.19 -0.17 -0.14
O -0.8168 -8.7969 -1.6200 -0.07 0.05 -0.03
H -2.9132 4.6182 2.3769 0.02 0.07 -0.11
C 3.6647 9.6811 6.9920 -0.07 0.36 0.34
H 0.0483 -4.4583 -3.4517 0.12 0.05 -0.01
O 4.3934 -8.3781 -4.7467 -0.09 -0.03 0.13
H -4.0547 0.0175 -2.2290 -0.18 0.01 0.00
C -3.9585 -7.2844 -1.4922 -0.49 0.07 -0.01
H 1.7370 2.4254 1.0132 -0.02 0.20 0.10
O -0.4532 -3.0719 -1.9958 0.07 0.11 0.01
H 3.3046 3.9968 3.1757 -0.08 0.17 0.14
H 6.9041 6.4579 5.3519 0.01 0.12 0.05
O -2.8127 4.2743 0.3285 0.80 0.01 1.16
C -6.4689 0.0026 -1.3701 0.07 0.07 0.08
C 1.8183 5.5599 2.7517 0.45 -0.04 0.63
C 0.1323 -1.9726 -2.4786 -0.11 0.00 -0.10
C -1.1332 1.8196 1.2599 0.23 -0.23 1.07
H -0.1735 1.5722 -4.3630 -0.03 0.01 0.05
H -1.8839 2.6125 3.0887 -0.41 0.02 0.18
C 3.3609 -10.6846 -3.9295 0.04 -0.25 -0.01
H 0.0845 -0.1476 -4.6777 0.09 0.04 0.06
O -0.6086 -0.9219 -2.1238 0.01 -0.04 0.17
C 3.1276 -6.0327 -4.2722 0.13 0.44 -0.32
H -8.7895 -0.3930 -2.4332 0.08 0.10 0.00
C -2.0920 -8.6197 -1.9733 -0.01 -0.03 0.08
O -2.5785 -7.6008 -1.2598 0.14 0.05 -0.08
C 0.1854 -4.2890 -2.3834 0.01 -0.38 0.01
C 3.1617 4.3775 1.0387 -0.18 0.48 1.15
P 1.3256 2.7242 2.3567 -0.26 -0.55 0.39
O 5.2546 7.5657 4.7169 -0.05 0.00 0.08
H -1.5195 0.4208 -4.2424 -0.02 0.13 0.06
H 4.1921 -5.9194 -4.0654 0.01 -0.21 -0.02
H 3.9640 3.6540 0.9168 0.00 0.01 -0.39
C -0.1827 -9.9173 -2.2420 0.20 -0.24 -0.02
C -8.7840 -0.1745 -1.3671 -0.27 -0.01 -0.03
C -0.4543 0.5652 -4.0540 -0.03 -0.25 -0.15
H 1.1506 5.8023 1.9171 -0.21 -0.02 0.15
O -6.4898 0.6834 -2.3635 -0.03 -0.11 0.07
H 3.9869 9.2023 7.9172 0.15 -0.06 -0.10
H 3.3655 -6.5866 -6.3486 0.09 0.04 0.05
C 2.8258 -5.8568 -5.7457 -0.02 -0.25 -0.15
H 3.2283 -10.8882 -4.9914 0.12 0.05 -0.01
H -5.9213 -7.9651 -0.9240 0.03 0.05 0.01
H 6.4715 6.3442 3.6386 -0.19 0.07 -0.01
H 2.8482 -11.4536 -3.3563 -0.11 0.15 0.05
C -4.1416 0.1837 -1.1546 0.47 0.28 -0.12